Record 1
Computed, not measured: 13 unconnected molecules or ions with the total composition C17H60O17, with ωB97M-V/def2-TZVPD.

```
94
Properties=species:S:1:pos:R:3
C -8.3869 -16.3694 -3.0440
C -9.7137 -16.7941 -2.5739
O -9.6492 -17.4270 -1.2696
O -7.4311 -17.4686 -3.0806
H -7.8840 -15.6767 -2.3395
H -8.3633 -15.9935 -4.0525
H -10.0416 -17.5095 -3.3520
H -10.3986 -15.9660 -2.5010
H -10.4221 -17.1135 -0.7235
H -6.8568 -17.3876 -2.3082
C -5.8449 -23.3826 -2.9535
C -5.1761 -21.9995 -3.3271
O -5.4527 -21.0419 -2.3710
O -5.0984 -23.9067 -1.9275
H -5.8293 -23.9688 -3.9285
H -6.8707 -23.1421 -2.7075
H -5.4484 -21.6742 -4.2574
H -4.0766 -22.2370 -3.3583
H -4.8723 -21.1346 -1.6310
H -5.4569 -24.7247 -1.5538
C -1.1964 -14.7938 -1.5130
C -1.9566 -13.4621 -1.6332
O -1.3354 -12.5607 -2.5529
O -0.7962 -15.2661 -2.7785
H -1.8270 -15.4973 -1.0182
H -0.2696 -14.7240 -0.9385
H -1.9606 -13.0594 -0.6291
H -2.9263 -13.6285 -1.9985
H -0.9407 -13.0786 -3.2450
H -1.5877 -15.6618 -3.1813
C -3.8255 -17.1923 -3.6755
C -4.1207 -17.7023 -2.2850
O -5.0690 -16.9798 -1.5764
O -3.5210 -15.8006 -3.4772
H -4.6245 -17.3007 -4.3701
H -2.9413 -17.6584 -4.1232
H -3.1375 -17.6154 -1.7034
H -4.4441 -18.7724 -2.4042
H -4.9375 -16.0450 -1.6154
H -3.4213 -15.3707 -4.3396
C -2.6381 -17.0325 -9.5810
O -2.8235 -16.7905 -8.1371
H -1.6250 -16.7554 -9.8749
H -2.8116 -18.0685 -9.8033
H -3.3879 -16.4831 -10.2219
H -2.4998 -17.6610 -7.7925
C -0.8317 -19.9338 -1.6511
O -1.8010 -20.4090 -2.5574
H -1.1663 -18.9332 -1.2882
H -0.6404 -20.5557 -0.8024
H 0.0274 -19.7892 -2.3314
H -2.5140 -20.7851 -2.0342
C -3.5105 -19.7770 -7.0434
O -2.1883 -19.4894 -7.4425
H -4.1636 -19.4844 -7.8986
H -3.7538 -20.7959 -6.8022
H -3.9237 -19.1512 -6.2108
H -1.6260 -19.4349 -6.6811
C -6.9805 -19.2755 0.2032
O -5.7800 -18.8260 0.7592
H -7.8098 -18.6692 0.4630
H -7.0350 -19.3652 -0.8471
H -7.0639 -20.2577 0.6206
H -5.5241 -18.0385 0.1771
C -6.3330 -13.2601 -1.2942
O -5.2796 -14.1519 -1.6047
H -6.1212 -12.3109 -1.6687
H -7.2944 -13.6639 -1.6157
H -6.2718 -13.1054 -0.2388
H -4.7997 -13.9815 -2.4015
C -8.6708 -20.4568 -4.4688
O -9.3745 -19.8655 -3.3641
H -9.4072 -20.7698 -5.2142
H -7.9248 -19.8179 -4.8613
H -8.1438 -21.3929 -4.0976
H -8.6487 -19.3290 -2.9330
C -5.2017 -15.7452 -6.5820
O -4.0612 -14.9306 -6.2833
H -5.8347 -15.3010 -7.4000
H -5.1306 -16.8191 -6.7289
H -5.8833 -15.7342 -5.6693
H -3.3632 -15.0272 -6.9566
C -3.7821 -22.1115 0.6447
O -3.7003 -20.8257 -0.0701
H -3.2849 -22.0576 1.6076
H -4.8201 -22.4259 0.7248
H -3.2466 -22.8846 -0.0042
H -4.4695 -20.3622 0.3159
C -0.3298 -21.2426 -5.9148
O -0.4967 -19.9458 -5.4162
H 0.4053 -21.8680 -5.3261
H -1.2581 -21.7805 -6.0182
H -0.0341 -21.1142 -6.9685
H -0.5935 -19.8053 -4.4486
```

## Properties
Kohn-Sham gap = 10.21 eV
Net charge = 0
M = 536.65 g/mol
Lowest unoccupied orbital energy = 0.56 eV

Charges in e, computed with Löwdin, in the same order as the atoms:
1 C -0.207
2 C -0.240
3 O -0.078
4 O -0.094
5 H 0.112
6 H 0.117
7 H 0.117
8 H 0.117
9 H 0.112
10 H 0.043
11 C -0.264
12 C -0.240
13 O -0.056
14 O -0.058
15 H 0.131
16 H 0.105
17 H 0.076
18 H 0.131
19 H 0.021
20 H 0.106
21 C -0.233
22 C -0.212
23 O -0.057
24 O -0.078
25 H 0.098
26 H 0.123
27 H 0.121
28 H 0.061
29 H 0.061
30 H 0.055
31 C -0.184
32 C -0.222
33 O -0.067
34 O -0.094
35 H 0.089
36 H 0.126
37 H 0.134
38 H 0.128
39 H 0.044
40 H 0.077
41 C -0.109
42 O -0.169
43 H 0.074
44 H 0.057
45 H 0.093
46 H 0.043
47 C -0.141
48 O -0.141
49 H 0.080
50 H 0.073
51 H 0.084
52 H 0.038
53 C -0.145
54 O -0.126
55 H 0.092
56 H 0.066
57 H 0.081
58 H 0.018
59 C -0.158
60 O -0.129
61 H 0.065
62 H 0.052
63 H 0.082
64 H 0.097
65 C -0.105
66 O -0.127
67 H 0.066
68 H 0.072
69 H 0.080
70 H 0.051
71 C -0.145
72 O -0.149
73 H 0.077
74 H 0.054
75 H 0.077
76 H 0.059
77 C -0.164
78 O -0.134
79 H 0.092
80 H 0.054
81 H 0.086
82 H 0.074
83 C -0.098
84 O -0.164
85 H 0.072
86 H 0.076
87 H 0.099
88 H 0.050
89 C -0.153
90 O -0.141
91 H 0.106
92 H 0.067
93 H 0.091
94 H 0.081


Record 2
Computed, not measured: 2 unconnected molecules or ions with the total composition C4H13N2, with ωB97M-V/def2-TZVPD.

```
19
Properties=species:S:1:pos:R:3
C 2.2201 2.5459 0.6070
N 1.2264 2.2939 -0.1385
H 2.8699 3.3937 0.4290
H 2.4150 1.8865 1.4471
H 0.5930 1.5168 0.0605
H 1.0043 2.8458 -0.9641
C 0.9563 -1.2131 0.5261
C -0.3531 -0.6396 -0.0019
N -1.2575 -1.6993 -0.3805
C -2.5529 -1.2177 -0.8463
H 1.7182 -0.4388 0.6580
H 1.3567 -1.9272 -0.1894
H 0.8295 -1.7198 1.4816
H -0.1551 -0.0317 -0.8967
H -0.8145 0.0352 0.7517
H -1.3759 -2.3225 0.4096
H -3.1863 -2.0653 -1.0938
H -3.0849 -0.6109 -0.1059
H -2.4091 -0.6317 -1.7536
```

## Properties
Kohn-Sham gap = 6.27 eV
Net charge = +1
M = 89.16 g/mol
ΔE to the lowest compared entry with this formula, charge and spin = 2.456 eV
Lowest unoccupied orbital energy = -5.78 eV

Charges in e, computed with Löwdin, in the same order as the atoms:
1 C 0.179
2 N 0.219
3 H 0.131
4 H 0.128
5 H 0.098
6 H 0.171
7 C -0.084
8 C -0.363
9 N -0.131
10 C -0.123
11 H 0.041
12 H 0.087
13 H 0.084
14 H 0.098
15 H 0.111
16 H 0.114
17 H 0.083
18 H 0.077
19 H 0.079


Record 3
Computed, not measured: a molecular structure, C69H62CaN4O9P2Se2, with ωB97M-V/def2-TZVPD.

```
149
Properties=species:S:1:pos:R:3
Ca 0.1227 -0.2446 -0.3984
Se -3.8355 -1.9683 6.1983
P -3.4743 -0.0941 5.2919
C -3.1171 1.1472 6.5825
C -3.4313 2.4896 6.4043
C -3.2099 3.4055 7.4215
C -2.6704 2.9831 8.6273
C -2.3504 1.6453 8.8102
C -2.5765 0.7300 7.7942
C -4.9518 0.5643 4.4475
C -5.0233 0.5439 3.0561
C -6.1679 0.9932 2.4117
C -7.2439 1.4606 3.1493
C -7.1811 1.4728 4.5373
C -6.0419 1.0232 5.1835
C -2.2396 -0.1009 3.9952
C -1.5855 0.8170 3.1406
N -1.2745 0.1322 2.0269
N -1.6453 -1.1220 2.1850
N -2.2299 -1.2909 3.3491
P -1.2249 2.5682 2.9444
Se 0.3684 3.0253 1.6375
C -2.7819 3.2581 2.3177
C -3.1300 2.8144 1.0393
C -4.3046 3.2572 0.4597
C -5.1408 4.1312 1.1440
C -4.8014 4.5652 2.4148
C -3.6197 4.1294 3.0027
C -0.8245 3.2849 4.5597
C -0.2995 2.4720 5.5598
C 0.2161 3.0358 6.7172
C 0.2115 4.4127 6.8836
C -0.3029 5.2281 5.8852
C -0.8077 4.6678 4.7233
H -3.8654 2.8145 5.4690
H -3.4539 4.4499 7.2676
H -2.4945 3.6977 9.4227
H -1.9299 1.3104 9.7509
H -2.3709 -0.3241 7.9363
H -4.1872 0.1864 2.4692
H -6.2009 0.9915 1.3298
H -8.1319 1.8207 2.6432
H -8.0216 1.8339 5.1182
H -5.9992 1.0233 6.2667
H -2.4933 2.1159 0.4986
H -4.5665 2.9057 -0.5270
H -6.0637 4.4653 0.6843
H -5.4539 5.2401 2.9562
H -3.3546 4.4837 3.9896
H -0.2895 1.3973 5.4249
H 0.6175 2.3944 7.4917
H 0.6123 4.8516 7.7896
H -0.2930 6.3050 6.0030
H -1.1488 5.3074 3.9187
C -0.7402 -2.9592 -4.3589
C -0.8768 -1.5727 -4.9783
C -0.9003 -1.6235 -6.4942
O -2.0407 -0.9068 -4.5295
C -1.6890 -0.0428 -3.4338
C -0.1476 -0.1760 -3.3249
O 0.1936 -0.7516 -4.5853
C 0.7336 1.1235 -3.0086
O 1.1202 1.0703 -1.7027
C -0.1148 2.3995 -3.2674
C -0.5134 2.8240 -4.5348
C -1.3286 3.9367 -4.6962
C -1.7580 4.6568 -3.5885
C -1.3618 4.2472 -2.3236
C -0.5513 3.1301 -2.1680
C 2.0015 1.2246 -3.9154
C 3.1899 1.5485 -3.2634
C 4.3758 1.7400 -3.9579
C 4.4097 1.6059 -5.3375
C 3.2385 1.2784 -6.0039
C 2.0530 1.0924 -5.3051
C -2.5258 -0.2977 -2.1233
O -1.8365 0.2118 -1.0595
C -2.8261 -1.8050 -1.9565
C -2.3467 -2.5078 -0.8581
C -2.6423 -3.8587 -0.6886
C -3.4352 -4.5281 -1.6042
C -3.9527 -3.8269 -2.6883
C -3.6543 -2.4857 -2.8554
C -3.9020 0.4322 -2.2266
C -4.9997 -0.0767 -1.5281
C -6.2391 0.5471 -1.5556
C -6.4191 1.7193 -2.2770
C -5.3284 2.2700 -2.9335
C -4.0884 1.6422 -2.8984
H -1.6246 -3.5605 -4.5696
H -0.6309 -2.8829 -3.2777
H 0.1456 -3.4546 -4.7616
H -1.7152 -2.2639 -6.8342
H 0.0448 -2.0212 -6.8660
H -1.0505 -0.6158 -6.8818
H -1.9021 0.9598 -3.7733
H 0.1117 -0.9086 -2.5526
H -0.2037 2.2740 -5.4132
H -1.6317 4.2384 -5.6930
H -2.3970 5.5241 -3.7124
H -1.6907 4.7872 -1.4425
H -0.2522 2.8032 -1.1833
H 3.1496 1.6329 -2.1870
H 5.2800 1.9890 -3.4133
H 5.3349 1.7463 -5.8851
H 3.2430 1.1562 -7.0818
H 1.1696 0.8129 -5.8563
H -1.7601 -2.0352 -0.0798
H -2.2497 -4.3750 0.1796
H -3.6598 -5.5801 -1.4713
H -4.5923 -4.3289 -3.4065
H -4.0715 -1.9493 -3.6966
H -4.8839 -0.9918 -0.9598
H -7.0699 0.1078 -1.0138
H -7.3883 2.2036 -2.3118
H -5.4313 3.2038 -3.4749
H -3.2650 2.1383 -3.3924
O 3.0735 -2.4412 -0.1268
C 2.0349 -2.8827 -0.6350
O 0.9350 -2.2725 -0.7962
C 2.0399 -4.3306 -1.1230
C 3.2223 -5.0562 -1.1200
C 3.2765 -6.3781 -1.5700
C 2.0965 -6.9252 -2.0091
O 1.8729 -8.1979 -2.4980
C 0.4842 -8.2507 -2.8128
O -0.1057 -7.0051 -2.4929
C 0.9159 -6.2091 -2.0069
C 0.8477 -4.9107 -1.5743
H 4.1102 -4.5560 -0.7569
H 4.1974 -6.9463 -1.5768
H 0.0116 -9.0420 -2.2214
H 0.3654 -8.4479 -3.8837
H -0.0717 -4.3418 -1.5673
C 4.3313 -0.4528 3.4288
N 2.9522 -0.4708 3.0045
C 2.0300 -1.2032 3.8558
C 2.5245 -0.0500 1.7869
C 3.4768 0.6236 0.8422
O 1.3627 -0.2468 1.4493
H 4.3650 -0.3604 4.5161
H 4.8654 0.3937 3.0075
H 4.8534 -1.3732 3.1442
H 1.7596 -0.6073 4.7332
H 2.4961 -2.1323 4.1920
H 1.1276 -1.4353 3.2975
H 4.2284 1.2447 1.3250
H 2.8817 1.2238 0.1550
H 3.9541 -0.1718 0.2638
```

## Properties
Kohn-Sham gap = 7.08 eV
Net charge = -2
M = 1351.22 g/mol
ΔE to the lowest compared entry with this formula, charge and spin = 0.000 eV
Lowest unoccupied orbital energy = 3.63 eV

These are the Löwdin partial charges, in e, on atoms 1 to 99:
1 Ca 1.358
2 Se 0.219
3 P 0.521
4 C -0.353
5 C -0.097
6 C -0.084
7 C -0.102
8 C -0.093
9 C -0.120
10 C -0.338
11 C -0.052
12 C -0.068
13 C -0.090
14 C -0.093
15 C -0.105
16 C -0.455
17 C -0.419
18 N -0.057
19 N -0.036
20 N -0.026
21 P 0.564
22 Se 0.396
23 C -0.332
24 C -0.079
25 C -0.058
26 C -0.089
27 C -0.093
28 C -0.101
29 C -0.363
30 C -0.087
31 C -0.087
32 C -0.100
33 C -0.090
34 C -0.111
35 H 0.091
36 H 0.104
37 H 0.098
38 H 0.098
39 H 0.050
40 H 0.103
41 H 0.090
42 H 0.097
43 H 0.094
44 H 0.107
45 H 0.088
46 H 0.083
47 H 0.099
48 H 0.096
49 H 0.081
50 H 0.100
51 H 0.104
52 H 0.096
53 H 0.097
54 H 0.105
55 C 0.029
56 C -0.591
57 C 0.010
58 O -0.020
59 C -0.123
60 C -0.119
61 O -0.031
62 C -0.412
63 O -0.384
64 C -0.116
65 C -0.042
66 C -0.106
67 C -0.124
68 C -0.080
69 C -0.018
70 C -0.085
71 C -0.012
72 C -0.098
73 C -0.128
74 C -0.103
75 C -0.049
76 C -0.434
77 O -0.328
78 C -0.148
79 C -0.029
80 C -0.083
81 C -0.106
82 C -0.100
83 C -0.061
84 C -0.091
85 C -0.026
86 C -0.107
87 C -0.127
88 C -0.108
89 C -0.019
90 H 0.088
91 H 0.074
92 H 0.094
93 H 0.084
94 H 0.086
95 H 0.085
96 H 0.108
97 H 0.106
98 H 0.100
99 H 0.090